The following is a quantum chemistry calculation of C21H37As2N3V as an isolated structure, from the Open Molecules 2025 dataset.

Calculated values
* spin multiplicity: 2
* net charge: +2
* orbital gap (alpha / beta): 7.99 / 7.59 eV
* energy above the lowest of the compared OMol25 structures with the same formula, charge and spin: 0.0 kcal per mole

Structure (XYZ):
```
64
Properties=species:S:1:pos:R:3:nbo_charge:R:1
V 0.542 0.078 -0.073 0.8921
N 2.410 -0.959 -0.433 -0.8782
C 2.587 -2.171 0.422 -0.2371
C 1.752 -2.035 1.682 -0.2209
N 0.369 -1.613 1.362 -0.6746
C -0.500 -2.701 0.847 -0.2475
C -0.508 -2.750 -0.671 -0.2316
N -0.673 -1.377 -1.200 -0.8835
H 3.198 -0.329 -0.298 0.4017
H 2.459 -1.229 -1.414 0.4055
H 2.291 -3.049 -0.147 0.2150
H 3.633 -2.314 0.692 0.2369
H 1.772 -2.977 2.235 0.2257
H 2.184 -1.266 2.326 0.2125
H -0.036 -1.278 2.230 0.3975
H -0.210 -3.672 1.253 0.2272
H -1.517 -2.497 1.182 0.2205
H 0.423 -3.152 -1.065 0.1957
H -1.305 -3.418 -1.001 0.2300
H -0.530 -1.374 -2.205 0.3907
H -1.636 -1.063 -1.064 0.4036
C -2.303 -0.275 3.105 -0.6737
C -2.401 0.213 1.684 0.1155
C -1.581 1.253 1.231 -0.3286
C -1.776 1.831 -0.030 -0.2081
C -2.766 1.329 -0.872 -0.2062
C -3.556 0.267 -0.444 -0.1900
C -3.376 -0.281 0.821 -0.2470
H -3.185 0.041 3.665 0.2670
H -1.433 0.141 3.616 0.2172
H -2.278 -1.365 3.173 0.2263
H -0.903 1.731 1.930 0.2398
H -1.224 2.725 -0.293 0.2438
H -2.958 1.779 -1.836 0.2398
H -4.348 -0.107 -1.080 0.2478
H -4.039 -1.069 1.160 0.2403
C 3.826 1.699 1.399 -0.9308
As 1.885 1.854 1.396 0.9174
C 1.633 2.135 3.302 -0.9284
C 1.605 3.600 0.595 -0.3631
C 1.778 4.778 1.318 -0.1913
C 1.569 6.012 0.719 -0.1711
C 1.191 6.078 -0.613 -0.1861
C 1.031 4.911 -1.345 -0.1448
C 1.236 3.670 -0.750 -0.3649
As 1.059 2.030 -1.781 0.9166
C -0.034 2.544 -3.293 -0.9327
C 2.805 1.942 -2.642 -0.9215
H 4.260 2.541 1.936 0.2608
H 4.226 1.701 0.386 0.2313
H 4.111 0.775 1.905 0.2346
H 2.094 3.065 3.623 0.2495
H 2.120 1.313 3.826 0.2448
H 0.580 2.153 3.577 0.2381
H 2.075 4.747 2.357 0.2196
H 1.701 6.919 1.293 0.2419
H 1.022 7.038 -1.084 0.2414
H 0.741 4.976 -2.386 0.2142
H -1.003 2.907 -2.957 0.2426
H -0.177 1.666 -3.922 0.2449
H 0.462 3.318 -3.875 0.2498
H 3.018 2.882 -3.148 0.2567
H 2.810 1.135 -3.375 0.2407
H 3.586 1.763 -1.905 0.2249
```



The following is a quantum chemistry calculation of a 3-piece molecular cluster, C21H37BNO8 overall at a distorted geometry, from the Open Molecules 2025 dataset.

Calculated values
* net charge: +1
* orbital gap: 6.80 eV

Structure (XYZ):
```
68
Properties=species:S:1:pos:R:3:nbo_charge:R:1
C -1.861 4.260 -2.154 -0.6115
C -2.230 3.002 -1.293 -0.3944
C -1.080 1.963 -1.407 -0.4251
C -1.251 0.943 -0.245 -0.3909
C -0.631 1.425 1.087 -0.4353
C 0.862 1.756 1.008 -0.0913
O 1.161 3.061 0.465 -0.4750
C 0.635 4.102 1.133 0.7606
O 0.178 5.045 0.521 -0.4985
C 0.629 4.216 2.657 -0.0099
C 1.486 3.560 3.531 -0.2137
C 1.343 3.775 4.864 0.1013
N 0.435 4.620 5.361 -0.5252
B 0.426 4.793 6.879 1.3050
O 0.765 6.006 7.398 -0.8847
O 0.139 3.739 7.673 -0.7019
C -1.167 3.169 7.334 -0.2589
C -0.365 5.284 4.520 0.0958
C -0.305 5.093 3.179 -0.1910
H -2.668 4.417 -2.874 0.2092
H -1.800 5.120 -1.484 0.2084
H -0.925 4.087 -2.683 0.2093
H -3.104 2.517 -1.735 0.2052
H -2.443 3.263 -0.250 0.1725
H -0.087 2.412 -1.480 0.2025
H -1.239 1.422 -2.338 0.2522
H -2.331 0.852 -0.066 0.2091
H -0.875 -0.062 -0.445 0.2162
H -1.229 2.220 1.561 0.1910
H -0.711 0.573 1.779 0.2188
H 1.315 1.039 0.317 0.2242
H 1.317 1.558 1.983 0.1652
H 2.228 2.873 3.151 0.2625
H 1.986 3.244 5.560 0.2479
H -0.031 6.422 7.759 0.5226
H -1.485 2.493 8.123 0.2334
H -1.880 3.997 7.248 0.1765
H -1.105 2.623 6.388 0.1853
H -1.080 5.995 4.918 0.2401
H -0.973 5.653 2.537 0.2836
O -0.669 -0.644 -2.736 -0.5942
C 0.363 -1.257 -2.662 0.8042
O 1.527 -0.585 -2.738 -0.5142
C 2.804 -1.183 -2.484 -0.0684
C 3.354 -1.868 -3.716 -0.6377
C 0.385 -2.761 -2.572 -0.7456
H 2.755 -1.853 -1.624 0.1766
H 3.462 -0.362 -2.201 0.1930
H 2.711 -2.688 -4.039 0.2155
H 4.349 -2.268 -3.520 0.2228
H 3.414 -1.163 -4.546 0.2210
H 0.289 -3.179 -3.573 0.2537
H -0.462 -3.082 -1.970 0.2471
H 1.274 -3.166 -2.096 0.2316
O 1.463 -6.040 -2.455 -0.5871
C 0.703 -6.740 -3.069 0.8039
O -0.563 -6.327 -3.257 -0.5104
C -1.496 -6.988 -4.119 -0.0696
C -2.194 -8.131 -3.412 -0.6372
C 1.116 -8.108 -3.556 -0.7452
H -1.012 -7.304 -5.045 0.1781
H -2.228 -6.231 -4.396 0.2005
H -1.489 -8.904 -3.105 0.2086
H -2.940 -8.586 -4.064 0.2240
H -2.688 -7.772 -2.509 0.2204
H 1.011 -8.821 -2.739 0.2488
H 2.160 -8.061 -3.857 0.2488
H 0.555 -8.460 -4.419 0.2197
```



The following is a quantum chemistry calculation of a 10-piece molecular cluster, C21H37Br4Cl15O3 overall at a distorted geometry, from the Open Molecules 2025 dataset.

Calculated values
* net charge: 0
* structure (SMILES): ClC(Cl)Cl.ClC(Cl)Cl.ClC(Cl)Cl.ClC(Cl)Cl.ClC(Cl)Cl.C1CCOC1.C1CCOC1.C1CCOC1.BrCCBr.BrCCBr
* orbital gap: 9.71 eV
* energy above the lowest of the compared OMol25 structures with the same formula, charge and spin: 0.0 kcal per mole

Structure (XYZ):
```
80
Properties=species:S:1:pos:R:3:lowdin_charge:R:1
C -23.339 -8.660 -9.884 -1.5180
Cl -22.769 -8.666 -11.581 0.5076
Cl -24.124 -7.103 -9.490 0.5078
Cl -21.954 -8.941 -8.826 0.4917
H -24.072 -9.457 -9.756 -0.0213
C -16.080 -15.353 -8.726 -1.5020
Cl -17.796 -15.187 -9.087 0.5632
Cl -15.767 -15.230 -6.978 0.5335
Cl -15.240 -14.092 -9.649 0.5062
H -15.711 -16.302 -9.116 0.0141
C -17.993 -11.169 -8.447 -1.5730
Cl -16.645 -11.339 -7.314 0.5275
Cl -17.929 -9.562 -9.097 0.5274
Cl -19.591 -11.409 -7.704 0.5280
H -17.897 -11.806 -9.327 -0.0509
C -16.132 -10.223 -12.594 -1.4509
Cl -16.204 -11.420 -11.315 0.5155
Cl -17.782 -10.014 -13.209 0.5326
Cl -14.962 -10.900 -13.811 0.4881
H -15.669 -9.346 -12.142 0.0276
C -19.415 -12.133 -17.114 -1.4619
Cl -18.597 -10.766 -16.263 0.4714
Cl -20.682 -12.788 -15.992 0.5187
Cl -18.266 -13.366 -17.610 0.5402
H -19.899 -11.805 -18.034 0.0162
C -21.621 -13.008 -12.429 -0.1690
C -21.661 -14.025 -11.352 -0.1976
C -20.381 -13.853 -10.531 -0.2513
O -20.066 -12.488 -10.746 -0.1634
C -20.561 -12.056 -11.996 -0.2216
H -22.493 -12.359 -12.508 0.1189
H -21.311 -13.466 -13.369 0.0602
H -21.741 -15.066 -11.667 0.1015
H -22.407 -13.803 -10.589 0.0288
H -19.638 -14.450 -11.060 0.0769
H -20.477 -14.236 -9.515 0.0688
H -19.749 -11.924 -12.711 0.0724
H -21.011 -11.071 -11.867 0.0894
C -24.608 -16.137 -11.140 -0.2348
C -25.784 -17.023 -11.068 -0.1688
C -26.772 -16.261 -11.944 -0.2090
O -26.320 -14.923 -11.942 -0.1416
C -25.153 -14.779 -11.086 -0.2068
H -24.056 -16.250 -12.073 0.1275
H -23.926 -16.316 -10.309 0.0735
H -26.234 -17.144 -10.082 0.1200
H -25.475 -17.972 -11.505 0.1158
H -27.782 -16.271 -11.536 0.1160
H -26.732 -16.595 -12.981 0.1171
H -25.511 -14.452 -10.110 0.1014
H -24.453 -14.043 -11.481 0.0983
C -16.452 -15.493 -13.259 -0.1668
C -17.550 -14.511 -13.634 -0.1720
C -18.649 -15.438 -13.974 -0.2418
O -18.514 -16.557 -13.148 -0.1417
C -17.131 -16.766 -12.757 -0.1542
H -15.659 -15.067 -12.645 0.0946
H -15.919 -15.838 -14.145 0.1084
H -17.182 -13.779 -14.352 0.1092
H -17.747 -13.846 -12.793 0.0934
H -18.643 -15.723 -15.026 0.1186
H -19.567 -14.861 -13.860 0.0931
H -16.717 -17.568 -13.369 0.1168
H -16.958 -16.896 -11.688 0.0929
Br -23.619 -12.302 -8.679 0.6900
C -23.220 -12.802 -6.791 -0.5992
C -22.607 -14.240 -6.781 -0.6673
Br -22.619 -15.016 -4.955 0.5897
H -24.165 -12.730 -6.254 0.0458
H -22.590 -12.041 -6.330 0.0521
H -21.545 -14.223 -7.025 0.0304
H -23.086 -14.952 -7.453 0.0314
Br -21.277 -17.229 -9.229 0.6446
C -20.305 -17.846 -10.809 -0.6653
C -19.632 -19.216 -10.541 -0.6245
Br -18.276 -18.962 -9.126 0.5756
H -19.510 -17.131 -11.023 0.0079
H -20.990 -17.828 -11.657 0.0654
H -19.051 -19.561 -11.396 0.0529
H -20.353 -19.994 -10.291 0.0581
```



DFT total energy per entry: -6401.7220; -1503.7511; -18246.9039 a.u.